# 1
195
Properties=species:S:1:pos:R:3 method="wB97M-V/def2-TZVPD" gap_ev=10.50 max_force_ev_per_a=2.3 charge=0 total_energy_ha=-5561.71986 e_homo_ev=-10.021 lumo_energy_ev=0.476
C 3.2354 0.5344 4.2482
Cl 4.2168 0.2749 5.7067
Cl 1.5463 0.8753 4.6927
H 3.6734 1.2486 3.5607
H 3.2535 -0.4528 3.7951
C -2.8706 2.2438 -5.3013
C -3.6930 0.9903 -5.5385
O -3.0110 0.0309 -6.3608
C -3.0930 0.1264 -7.6745
O -3.3871 1.0991 -8.2979
O -2.8036 -1.0779 -8.1723
C -2.5449 -1.1365 -9.5676
H -3.2032 2.8203 -4.4375
H -2.8038 2.8714 -6.1864
H -1.8567 1.9458 -5.0195
H -4.6825 1.2703 -5.8966
H -3.7870 0.4176 -4.6173
H -1.5483 -0.8034 -9.8485
H -3.2890 -0.5380 -10.0951
H -2.6955 -2.1607 -9.8979
C -0.6379 5.9631 5.6639
C -1.6715 5.9496 4.5574
O -1.4523 4.8066 3.7418
C -2.3324 4.5038 2.7973
O -3.3134 5.1384 2.5053
O -1.9593 3.3812 2.2111
C -2.7306 2.7928 1.1846
H -0.7776 5.1308 6.3533
H -0.6087 6.8816 6.2462
H 0.3262 5.8940 5.1494
H -1.5252 6.8408 3.9442
H -2.6690 5.9203 4.9974
H -2.1936 1.9342 0.7866
H -2.8716 3.4819 0.3523
H -3.6975 2.3901 1.4813
C -0.0920 -0.8054 2.3004
C 1.0814 -0.1655 1.5920
O 0.9400 -0.5290 0.2096
C 0.5486 0.3328 -0.7060
O 0.2250 1.4839 -0.5000
O 0.6195 -0.2689 -1.8676
C 0.2547 0.4298 -3.0333
H 0.0236 -0.8248 3.3859
H -0.0768 -1.8863 2.1191
H -1.0575 -0.3603 2.0682
H 2.0452 -0.5004 1.9623
H 0.9751 0.9166 1.6488
H -0.8150 0.6467 -3.1260
H 0.3002 -0.2557 -3.8869
H 0.9209 1.2649 -3.2375
C 4.4175 -0.0647 -2.8260
C 3.7738 -0.9642 -3.8780
O 3.0820 -1.9520 -3.1235
C 2.2701 -2.7957 -3.7354
O 2.0334 -2.8359 -4.9168
O 1.7581 -3.6051 -2.8355
C 0.9001 -4.6670 -3.2194
H 3.6546 0.4057 -2.2043
H 5.0131 0.7660 -3.2061
H 5.0846 -0.6114 -2.1560
H 4.5501 -1.3728 -4.5231
H 3.0468 -0.3440 -4.4034
H 0.4429 -5.1050 -2.3389
H 1.4904 -5.4097 -3.7585
H 0.1409 -4.2916 -3.9055
C -0.7394 -4.8411 1.6764
C -1.7124 -6.0197 1.8037
O -1.3101 -7.2268 1.1861
C -1.0978 -7.1981 -0.1255
O -1.2965 -6.2708 -0.8623
O -0.7543 -8.4349 -0.4925
C -0.4613 -8.5999 -1.8727
H 0.1780 -5.0285 2.2482
H -1.1091 -3.9597 2.2037
H -0.4178 -4.5656 0.6773
H -2.6550 -5.6553 1.3873
H -1.8799 -6.2360 2.8548
H -0.3241 -9.6574 -2.0885
H 0.4173 -8.0071 -2.1170
H -1.3230 -8.3449 -2.4947
C 1.9641 -0.5569 9.1908
C 2.4255 -1.6905 8.2953
O 1.2561 -2.2938 7.7452
C 1.3043 -2.8174 6.5275
O 2.2931 -2.9462 5.8454
O 0.0759 -3.1130 6.1618
C -0.0904 -3.5833 4.8216
H 1.2646 0.0583 8.6190
H 2.8480 -0.0406 9.5588
H 1.3334 -0.8993 10.0133
H 2.9996 -2.3772 8.9219
H 3.0167 -1.3240 7.4613
H 0.7305 -4.2338 4.5337
H -0.2109 -2.7323 4.1539
H -1.0103 -4.1631 4.7703
C 6.6737 -3.4350 5.1120
C 5.5949 -2.7645 4.2979
O 5.4989 -3.3446 3.0060
C 4.7627 -2.7341 2.1045
O 4.2702 -1.6330 2.2314
O 4.6709 -3.4619 1.0022
C 4.2415 -2.7570 -0.1614
H 7.6399 -3.1748 4.6749
H 6.4843 -4.5005 5.2259
H 6.6940 -3.0618 6.1374
H 5.6275 -1.6789 4.2650
H 4.6665 -3.0053 4.8319
H 4.8280 -1.8492 -0.3124
H 3.2056 -2.4531 -0.0133
H 4.3687 -3.3706 -1.0467
C 0.3289 4.6130 -2.4023
C -0.9794 3.9599 -2.7935
O -1.9571 4.9928 -3.0433
C -1.9551 5.5798 -4.2172
O -1.3580 5.1947 -5.1917
O -2.7789 6.6294 -4.1612
C -2.7269 7.5358 -5.2266
H 0.0960 5.2433 -1.5371
H 0.7542 5.2443 -3.1786
H 1.0311 3.8718 -2.0205
H -1.4336 3.3497 -2.0187
H -0.7039 3.3153 -3.6271
H -2.0406 8.3769 -5.1069
H -3.7034 7.9797 -5.4228
H -2.4608 7.0973 -6.1919
O 1.8246 7.7745 1.9461
C 2.3058 7.0758 2.8088
O 2.2266 5.7526 2.8645
C 1.2832 5.0981 2.0168
C 1.2511 3.6125 2.2437
C 3.1768 7.6309 3.8930
H 1.4873 5.3028 0.9643
H 0.2784 5.4806 2.2037
H 0.4232 3.1673 1.7013
H 1.1815 3.3690 3.3045
H 2.1817 3.1686 1.8768
H 3.2460 8.7068 3.7848
H 4.1303 7.1155 3.7816
H 2.6958 7.3990 4.8448
O -3.0776 -4.6101 -5.4815
C -2.7993 -4.0422 -4.4537
O -2.5843 -4.6314 -3.2825
C -2.9655 -5.9838 -3.0392
C -4.4720 -6.2261 -3.1436
C -2.5588 -2.5569 -4.3939
H -2.5833 -6.3119 -2.0768
H -2.5046 -6.5723 -3.8397
H -4.9280 -5.6942 -2.3080
H -4.6924 -7.2918 -3.0732
H -4.8556 -5.9485 -4.1234
H -1.5109 -2.3583 -4.6284
H -2.9327 -2.1101 -3.4745
H -3.0883 -2.0783 -5.2162
O -5.2227 -2.5117 0.7106
C -4.1816 -2.5294 1.3227
O -2.9933 -2.5358 0.7368
C -2.8471 -2.5399 -0.6810
C -1.4464 -2.0064 -0.9749
C -4.0940 -2.5036 2.8174
H -3.5426 -1.8295 -1.1247
H -2.9068 -3.5393 -1.1098
H -1.2077 -2.0334 -2.0371
H -0.6867 -2.5738 -0.4348
H -1.3531 -0.9771 -0.6228
H -3.5477 -3.3639 3.2086
H -5.0473 -2.4231 3.3276
H -3.5189 -1.6100 3.0761
O 2.8111 2.5015 -3.9335
C 2.5800 3.0262 -5.0061
O 3.4990 3.6588 -5.7116
C 4.8319 3.7107 -5.2072
C 5.6907 2.6408 -5.8384
C 1.1908 3.0453 -5.5911
H 4.9030 3.6066 -4.1247
H 5.2376 4.6952 -5.4310
H 5.2980 1.6365 -5.6631
H 6.7265 2.6194 -5.5025
H 5.6973 2.7719 -6.9235
H 0.7001 4.0159 -5.5323
H 0.5957 2.2519 -5.1558
H 1.3120 2.8716 -6.6640
O -3.8847 0.7856 3.4509
C -4.0934 1.6171 4.3019
O -3.2191 2.0786 5.1787
C -1.8999 1.5695 5.2799
C -1.8337 0.4552 6.3358
C -5.4144 2.3465 4.3897
H -1.1452 2.3279 5.4941
H -1.5508 1.1936 4.3145
H -1.7193 0.8288 7.3495
H -0.9976 -0.1927 6.0675
H -2.7452 -0.1327 6.2259
H -6.1627 1.7398 4.8990
H -5.8000 2.5525 3.3935
H -5.2988 3.2969 4.9065

# 2
50
Properties=species:S:1:pos:R:3 method="wB97M-V/def2-TZVPD" gap_ev=3.00 max_force_ev_per_a=4.5 charge=-7 total_energy_ha=-2252.78423 e_homo_ev=9.748 lumo_energy_ev=12.748
Sr -0.9100 -1.1257 0.7016
C -0.2573 -4.2587 4.1653
C 0.3420 -5.5206 4.2184
C 0.5977 -6.2235 2.8869
O 0.9204 -7.4653 2.8901
C 0.5613 -5.5597 1.6625
C 0.0505 -4.2190 1.5888
C -0.3560 -3.4697 2.9695
O -0.6469 -2.2725 2.9702
O -0.1799 -3.5369 0.5889
O 0.9182 -5.9115 5.2812
H -0.5346 -3.7066 5.0602
H 0.7152 -6.0441 0.7078
C 2.7681 0.8251 -0.7210
C 2.5503 -0.5230 -1.0076
C 3.3489 -1.1416 -2.1667
O 3.2266 -2.3656 -2.4254
C 4.2758 -0.3952 -2.9083
C 4.4801 0.9924 -2.6810
C 3.7427 1.6107 -1.4326
O 4.0037 2.7903 -1.1523
O 5.1961 1.7099 -3.4060
O 1.6300 -1.1672 -0.4213
H 2.2605 1.4363 0.0144
H 4.7720 -0.8609 -3.7547
C -3.9623 2.1762 1.6474
C -3.6658 3.5519 1.7720
C -2.2215 3.9772 2.1174
O -1.9104 5.1924 2.1590
C -1.2133 3.0393 2.4409
C -1.4860 1.6789 2.2654
C -2.9964 1.1534 1.9090
O -3.2322 -0.0354 1.6607
O -0.6185 0.7669 2.2076
O -4.4864 4.3948 1.3173
H -4.9399 1.9521 1.2368
H -0.1990 3.3632 2.6213
C -1.3366 2.5986 -1.6453
C -1.0835 3.6038 -2.5966
C -0.4922 3.3578 -3.9593
O 0.3203 4.2438 -4.3999
C -0.3213 2.0557 -4.4258
C -0.7756 0.9459 -3.6355
C -1.0821 1.2576 -2.0699
O -1.1411 0.2424 -1.3339
O -0.7888 -0.2221 -4.0243
O -1.4869 4.7713 -2.2920
H -1.8574 2.5730 -0.6991
H 0.3494 1.8605 -5.2548
F -2.8477 -2.0969 -0.6474

# 3
9
Properties=species:S:1:pos:R:3 method="wB97M-V/def2-TZVPD" gap_ev=9.98 max_force_ev_per_a=0.7 charge=0 total_energy_ha=-321.34285 e_homo_ev=-9.201 smiles="O=c1[nH]cco1" lumo_energy_ev=0.777
O -0.1946 0.6625 2.3427
C -0.0525 0.4219 1.1793
N -0.9991 -0.0428 0.2587
C -0.2824 -0.4791 -0.8755
C 0.9932 -0.1444 -0.6926
O 1.1554 0.4930 0.5189
H -1.7847 0.5826 0.1197
H -0.7251 -1.1585 -1.5885
H 1.8897 -0.3352 -1.2628

# 4
12
Properties=species:S:1:pos:R:3 method="wB97M-V/def2-TZVPD" gap_ev=8.17 max_force_ev_per_a=7.2 charge=0 total_energy_ha=-1457.78917 e_homo_ev=-8.838 smiles="O=C(NS)C(=S)NS" lumo_energy_ev=-0.672
C 0.1059 -0.1154 1.0508
C -0.1221 1.0537 0.0349
H 2.5635 -0.2732 -1.0663
H 1.0963 -1.6370 1.6777
H -2.0027 2.0091 -0.6404
H -1.4139 -1.3049 -1.7376
N 1.2510 -0.8259 0.8595
N -1.3612 0.9380 -0.4467
O -0.7744 -0.2005 2.0527
S 1.8353 -1.3381 -0.7691
S 0.9750 2.3678 -0.3025
S -2.1528 -0.6737 -0.7129

# 5
9
Properties=species:S:1:pos:R:3 method="wB97M-V/def2-TZVPD" gap_ev=9.95 max_force_ev_per_a=1.7 charge=+1 total_energy_ha=-283.43586 e_homo_ev=-16.211 lumo_energy_ev=-6.264
C 2.6464 -0.0135 -0.0126
C -1.1194 1.1073 -0.0727
N -0.7808 -1.1390 0.0552
O 3.7685 -0.0657 0.0438
O -1.5200 -0.0702 -0.1392
H -1.8511 1.8801 -0.2884
H -0.0870 1.3655 0.1601
H 0.2105 -1.0381 0.2625
H -1.2672 -2.0265 -0.0087

# 6
65
Properties=species:S:1:pos:R:3 method="wB97M-V/def2-TZVPD" gap_ev=5.40 max_force_ev_per_a=3.0 charge=+1 total_energy_ha=-1590.91317 e_homo_ev=-10.148 lumo_energy_ev=-4.751
H -0.3208 -0.8187 -0.0466
C -0.2089 -1.3829 1.7368
H -0.2706 -0.4057 2.1956
C -1.3941 -2.1454 1.7084
C -2.7466 -1.5426 1.8274
O -3.7761 -2.1980 1.8303
O -2.7254 -0.1968 1.8514
C -4.0632 0.3154 2.0996
C -3.9516 1.7915 2.3304
C -1.3383 -3.5147 1.6892
N -0.1224 -4.1301 1.8310
C 1.0491 -3.4279 1.9254
C 1.0142 -2.0583 1.9421
C 2.2495 -1.3734 2.3884
O 3.3440 -1.9082 2.4307
O 2.0159 -0.0920 2.7319
C 3.2162 0.5030 3.2369
C 2.8435 1.7992 3.9058
H -4.6653 0.0544 1.2154
H -4.4708 -0.1990 2.9812
H -4.9119 2.1501 2.6920
H -3.1752 2.0350 3.0601
H -3.7442 2.3000 1.3914
H -2.2332 -4.1342 1.7048
H -0.1004 -5.1437 1.7955
H 1.9441 -3.9983 2.1402
H 3.7262 -0.1674 3.9459
H 3.8774 0.6743 2.3753
H 3.6919 2.1999 4.4726
H 2.5181 2.5510 3.1676
H 2.0280 1.6439 4.6231
C -3.8528 -1.2636 -5.4816
C -3.8528 -1.6668 -3.9946
C -2.5882 -1.0494 -3.4638
C -1.8517 -0.6346 -4.6084
O -2.4763 -0.7514 -5.8142
C -0.5602 -0.1436 -4.4647
C -0.0513 0.0388 -3.1871
C -0.7760 -0.2749 -2.0139
C -0.3204 0.0761 -0.6150
C 1.0674 0.6394 -0.5564
C 1.3105 1.9221 -0.0954
C 2.6204 2.3955 -0.1139
C 3.6395 1.5391 -0.6058
O 4.8148 2.1454 -0.8734
C 4.5402 3.5954 -0.7044
C 3.1921 3.7787 0.0003
C 3.4124 0.1894 -0.8497
C 2.1081 -0.2102 -0.9372
C -2.0849 -0.7913 -2.1798
H -4.0596 -2.0739 -6.1846
H -4.5465 -0.4291 -5.6585
H -4.7477 -1.3199 -3.4703
H -3.8265 -2.7720 -3.9367
H -0.0193 0.1045 -5.3728
H 0.9675 0.3852 -3.1144
H -1.0554 0.7560 -0.1527
H 0.4928 2.5388 0.2923
H 5.4022 4.0417 -0.2159
H 4.5062 4.0248 -1.7254
H 2.5799 4.5527 -0.4953
H 3.3706 4.0828 1.0474
H 4.2295 -0.4477 -1.1187
H 1.8536 -1.2169 -1.2173
H -2.7372 -0.9415 -1.2976